Record 1
65
Properties=species:S:1:pos:R:3:forces:R:3 method="wB97M-V/def2-TZVPD" smiles="CCC(CC)(CC)C(=O)N1C[C@H]2ON=C(CNC(=O)C3CCCCCC3)[C@@H]2C1" lumo_ev=0.28 total_charge=0 mol_weight_da=391.56 e_above_lowest_ev=2.115 multiplicity=1 orbital_gap_ev=9.6
C -3.716 -2.157 0.079 0.0 0.0 0.0
C -2.449 -2.235 0.926 0.0 0.0 0.0
C -1.203 -2.718 0.157 0.0 0.0 0.0
C -1.471 -4.091 -0.493 0.0 0.0 0.0
C -2.005 -5.178 0.433 0.0 0.0 0.0
C -0.838 -1.722 -0.977 0.0 0.0 0.0
C 0.632 -1.725 -1.388 0.0 0.0 0.0
C -0.003 -2.893 1.115 0.0 0.0 0.0
O 0.650 -3.925 1.119 0.0 0.0 0.0
N 0.351 -1.899 1.985 0.0 0.0 0.0
C 1.556 -2.153 2.823 0.0 0.0 0.0
C 1.626 -0.829 3.547 0.0 0.0 0.0
O 2.810 -0.254 4.083 0.0 0.0 0.0
N 2.556 1.145 4.041 0.0 0.0 0.0
C 1.639 1.385 3.182 -0.2 -0.1 0.0
C 1.082 2.769 3.074 0.4 0.2 0.0
N 0.971 3.317 1.724 -0.5 -0.3 -0.1
C 1.495 2.774 0.586 0.2 0.2 0.0
O 2.415 1.978 0.595 0.0 0.0 0.0
C 0.831 3.210 -0.710 0.0 0.0 0.0
C 1.896 3.537 -1.761 0.0 0.0 0.0
C 1.314 4.204 -3.009 0.0 0.0 0.0
C 0.856 3.245 -4.112 0.0 0.0 0.0
C 0.135 1.984 -3.629 0.0 0.0 0.0
C -0.821 2.191 -2.451 0.0 0.0 0.0
C -0.131 2.075 -1.093 0.0 0.0 0.0
C 1.263 0.131 2.458 0.0 0.0 0.0
C -0.033 -0.465 1.962 0.0 0.0 0.0
H -4.539 -1.750 0.668 0.0 0.0 0.0
H -3.580 -1.506 -0.787 0.0 0.0 0.0
H -4.026 -3.136 -0.285 0.0 0.0 0.0
H -2.262 -1.246 1.343 0.0 0.0 0.0
H -2.620 -2.896 1.780 0.0 0.0 0.0
H -2.183 -3.933 -1.307 0.0 0.0 0.0
H -0.544 -4.437 -0.951 0.0 0.0 0.0
H -2.102 -6.118 -0.113 0.0 0.0 0.0
H -1.331 -5.349 1.270 0.0 0.0 0.0
H -2.993 -4.931 0.827 0.0 0.0 0.0
H -1.448 -1.979 -1.846 0.0 0.0 0.0
H -1.141 -0.707 -0.704 0.0 0.0 0.0
H 0.783 -1.120 -2.283 0.0 0.0 0.0
H 1.276 -1.319 -0.603 0.0 0.0 0.0
H 0.981 -2.736 -1.603 0.0 0.0 0.0
H 1.396 -3.022 3.456 0.0 0.0 0.0
H 2.433 -2.333 2.198 0.0 0.0 0.0
H 0.858 -0.804 4.336 0.0 0.0 0.0
H 0.076 2.755 3.502 0.0 0.0 0.0
H 1.696 3.412 3.707 0.0 0.0 0.0
H 0.184 3.928 1.584 0.0 0.0 0.0
H 0.245 4.120 -0.531 0.0 0.0 0.0
H 2.623 4.208 -1.298 0.0 0.0 0.0
H 2.448 2.629 -2.015 0.0 0.0 0.0
H 0.476 4.841 -2.706 0.0 0.0 0.0
H 2.055 4.883 -3.435 0.0 0.0 0.0
H 0.204 3.796 -4.796 0.0 0.0 0.0
H 1.723 2.939 -4.704 0.0 0.0 0.0
H -0.411 1.557 -4.474 0.0 0.0 0.0
H 0.871 1.228 -3.338 0.0 0.0 0.0
H -1.340 3.152 -2.540 0.0 0.0 0.0
H -1.598 1.423 -2.487 0.0 0.0 0.0
H 0.439 1.139 -1.078 0.0 0.0 0.0
H -0.892 1.993 -0.307 0.0 0.0 0.0
H 2.003 0.025 1.656 0.0 0.0 0.0
H -0.300 -0.143 0.961 0.0 0.0 0.0
H -0.867 -0.265 2.641 0.0 0.0 0.0

---

Record 2
12
Properties=species:S:1:pos:R:3:forces:R:3 method="wB97M-V/def2-TZVPD" lumo_ev=-3.42 total_charge=+1 mol_weight_da=66.08 e_above_lowest_ev=0.208 multiplicity=1 orbital_gap_ev=12.8
O 1.573 -1.815 -0.260 -0.2 0.5 -0.3
H 0.872 -0.356 0.472 0.1 -0.7 0.3
H 2.271 -2.080 0.333 0.4 -0.4 0.5
H 2.033 -1.706 -1.099 -0.1 -0.1 -0.3
N 0.124 0.226 0.883 -0.1 1.0 -1.7
C -1.016 0.276 -0.145 0.1 0.7 0.7
O -1.027 1.612 -0.544 -0.2 -0.2 -0.3
H 0.461 1.190 0.866 0.1 0.1 0.4
H -0.131 -0.023 1.814 -0.2 -0.4 0.8
H -0.721 -0.423 -0.920 -0.2 0.0 -0.2
H -1.960 0.047 0.338 0.1 -0.6 0.1
H -1.943 1.899 -0.669 0.3 0.1 0.0

---

Record 3
8
Properties=species:S:1:pos:R:3:forces:R:3 method="wB97M-V/def2-TZVPD" smiles="[O-][N+]#CBr.O=[NH+][O-]" lumo_ev=-0.25 total_charge=0 mol_weight_da=168.93 e_above_lowest_ev=0.752 multiplicity=1 orbital_gap_ev=9.4
O -0.035 2.620 0.118 1.3 2.6 0.2
N -0.865 1.789 0.137 2.3 1.9 -0.2
C -1.388 0.799 0.082 -4.3 -5.0 -0.1
Br -2.797 -0.361 -0.044 0.6 0.5 0.1
O 0.330 -1.492 -0.807 1.4 0.0 0.3
N 1.291 -1.232 -0.087 -2.4 0.1 -0.6
O 1.237 -0.896 1.056 -0.1 0.2 1.4
H 2.226 -1.227 -0.455 1.1 -0.3 -1.1